(1)
C22H34N2O3 | wB97M-V/def2-TZVPD

Atoms and positions in Å:
C 1.8616 2.3745 -0.7326
O 1.2950 1.3217 -1.4682
C 2.0601 0.2322 -1.7571
C 3.3358 0.0121 -1.2527
C 4.0284 -1.1397 -1.5896
C 3.4609 -2.0769 -2.4299
C 2.1918 -1.8551 -2.9398
C 1.4832 -0.7103 -2.6236
C 0.1004 -0.4687 -3.1650
N -0.8762 -0.4650 -2.0949
C -1.5831 0.6323 -1.7742
O -1.6624 1.6312 -2.4574
C -2.2874 0.4868 -0.4079
C -3.3915 1.5223 -0.2312
C -4.6272 1.2289 -1.0905
C -5.5184 2.4681 -1.1475
C -5.4210 0.0422 -0.5495
N -1.2773 0.6433 0.6283
C -0.4810 -0.3684 1.0243
O -0.5814 -1.4937 0.5626
C 0.4924 -0.0154 2.1351
C 1.7563 -0.8664 2.0226
C 2.7120 -0.5743 3.1740
C 2.0612 -0.7931 4.5438
C 1.8299 -2.2738 4.8369
C 0.7659 0.0205 4.6351
C -0.1904 -0.2755 3.4835
H 2.1149 2.0672 0.2883
H 1.0980 3.1506 -0.7009
H 2.7573 2.7716 -1.2211
H 3.8017 0.7318 -0.5972
H 5.0174 -1.2976 -1.1856
H 4.0001 -2.9751 -2.6886
H 1.7440 -2.5818 -3.6019
H -0.1566 -1.2440 -3.8942
H 0.0385 0.5144 -3.6419
H -0.7828 -1.1926 -1.3930
H -2.6740 -0.5329 -0.3144
H -2.9855 2.4927 -0.5268
H -3.6816 1.5679 0.8215
H -4.2876 1.0003 -2.1052
H -6.4019 2.2742 -1.7509
H -5.8416 2.7509 -0.1473
H -4.9805 3.3038 -1.5878
H -5.7643 0.2467 0.4631
H -6.2921 -0.1421 -1.1739
H -4.8226 -0.8649 -0.5331
H -1.0883 1.5852 0.9319
H 0.7534 1.0474 2.0706
H 1.4682 -1.9174 2.0174
H 2.2513 -0.6669 1.0690
H 3.5961 -1.2081 3.0825
H 3.0430 0.4663 3.1056
H 2.7495 -0.4119 5.3085
H 1.1641 -2.7265 4.1089
H 1.3913 -2.3975 5.8249
H 2.7749 -2.8122 4.8134
H 0.2677 -0.1884 5.5840
H 1.0171 1.0848 4.6203
H -0.5146 -1.3160 3.5197
H -1.0804 0.3526 3.5753

- E_LUMO (Ha) = 0.021
- gap between HOMO and LUMO (eV) = 9.08

***

(2)
C22H34N2O3 | wB97M-V/def2-TZVPD

Atoms and positions in Å:
C 7.6973 -0.2661 0.9802
O 6.4142 0.0336 0.4944
C 5.7367 -0.9359 -0.1837
C 6.2077 -2.2186 -0.4293
C 5.4370 -3.1315 -1.1363
C 4.1996 -2.7724 -1.6239
C 3.7044 -1.4915 -1.3905
C 4.4616 -0.5783 -0.6532
O 4.0285 0.6932 -0.4240
C 2.6235 0.8772 -0.4216
C 1.9266 0.1362 -1.5334
C 0.6783 0.7509 -2.0872
N -0.2894 0.9960 -1.0303
C -1.3853 1.8424 -1.4554
C -2.2801 2.1576 -0.2612
N -2.7579 0.9309 0.3442
C -3.7768 1.1487 1.3534
C -5.1749 1.3778 0.7663
C -5.7635 0.2229 -0.0583
C -5.6994 -1.1091 0.6850
C -5.0928 0.0989 -1.4234
C -1.6632 0.0660 0.7516
C -0.7667 0.6352 1.8699
C -0.0193 -0.4627 2.6254
O 0.9148 0.0526 3.5443
C -0.8256 -0.2384 -0.4927
C 2.4478 -1.0190 -1.9470
H 8.0441 0.6418 1.4714
H 7.6737 -1.0834 1.7093
H 8.3873 -0.5237 0.1693
H 7.1768 -2.5223 -0.0672
H 5.8223 -4.1248 -1.3099
H 3.6043 -3.4734 -2.1894
H 2.2158 0.5559 0.5523
H 2.4676 1.9542 -0.5157
H 0.2655 0.1059 -2.8836
H 0.9310 1.7199 -2.5320
H -1.9901 1.3537 -2.2405
H -0.9796 2.7734 -1.8591
H -1.7216 2.7806 0.4574
H -3.1424 2.7302 -0.6075
H -3.5366 2.0203 1.9885
H -3.8076 0.2710 2.0010
H -5.1658 2.2749 0.1447
H -5.8414 1.5753 1.6103
H -6.8217 0.4661 -0.2211
H -6.0993 -1.0107 1.6921
H -6.2845 -1.8596 0.1579
H -4.6737 -1.4631 0.7453
H -5.2049 1.0208 -1.9899
H -5.5455 -0.7100 -1.9933
H -4.0341 -0.1026 -1.2954
H -2.1112 -0.8720 1.1050
H -0.0421 1.3198 1.4272
H -1.3838 1.1912 2.5817
H -0.7396 -1.1188 3.1392
H 0.5667 -1.0755 1.9370
H 0.4591 0.6497 4.1482
H -1.4609 -0.7546 -1.2356
H 0.0034 -0.8988 -0.2349
H 1.9856 -1.6078 -2.7259

- E_LUMO (Ha) = 0.029
- gap between HOMO and LUMO (eV) = 8.65

***

Stability, lowest: (2)

***

(1)
C3H5Br | wB97M-V/def2-TZVPD

Atoms and positions in Å:
C 0.3081 0.1103 0.7842
C 2.8156 -1.1065 0.1454
C -0.5761 0.4017 -0.3469
Br 3.6843 -0.8395 1.7376
H 0.5741 1.0380 1.1616
H 2.4733 -2.2527 -0.1039
H -0.6534 1.4122 -0.7939
H -1.5105 0.2636 0.0671
H -0.4636 -0.4363 -0.9236

- E_LUMO (spin up / spin down) (Ha) = -0.036 / -0.036
- gap between HOMO and LUMO (spin up / spin down) (eV) = 7.46 / 7.51

***

(2)
C3H5Br | wB97M-V/def2-TZVPD

Atoms and positions in Å:
C 0.9704 0.3014 0.9273
C 0.0982 0.8313 0.0693
C -1.3476 -0.4037 -1.2643
Br -1.5612 0.5803 -2.8260
H 1.5283 0.8862 1.6021
H 1.0919 -0.8290 1.1602
H 0.0395 1.9313 -0.1238
H -2.0755 -0.0822 -0.5632
H -1.0496 -1.4287 -1.3582

- E_LUMO (spin up / spin down) (Ha) = 0.013 / 0.013
- gap between HOMO and LUMO (spin up / spin down) (eV) = 9.25 / 9.25

***

Stability, lowest: (1)

***

(1)
C3H10P2 | wB97M-V/def2-TZVPD

Atoms and positions in Å:
C 2.6999 0.6999 1.2239
C -0.9551 0.9111 -1.2876
C -0.9547 0.0869 1.3780
P -0.6102 -2.0459 -0.7622
P 0.0621 -0.1080 -0.1134
H 3.0911 0.2175 0.1731
H 2.8714 1.7105 1.1700
H -0.2550 1.5654 -1.8587
H -1.3905 0.2220 -1.9740
H -1.8514 1.4809 -0.8659
H -0.0837 0.0033 2.0610
H -1.4907 0.9450 1.2499
H -1.5413 -0.9109 1.5678
H 0.4689 -2.5035 0.0076
H -0.0609 -2.2744 -1.9695

- E_LUMO (spin up / spin down) (Ha) = -0.018 / -0.017
- gap between HOMO and LUMO (spin up / spin down) (eV) = 7.90 / 7.80

***

(2)
C3H10P2 | wB97M-V/def2-TZVPD

Atoms and positions in Å:
C 0.9723 -1.3366 -0.4668
C 0.7332 0.0689 -0.2989
C 1.5934 0.8563 0.6441
P -0.9587 0.5676 -0.5247
P -3.3255 0.2200 0.1564
H 0.6644 -1.9752 0.3963
H 2.0681 -1.4452 -0.5707
H 0.2255 -1.8019 -1.1789
H 2.1505 0.1412 1.2889
H 2.5648 1.2384 0.1345
H 1.0396 1.7222 1.0091
H -0.9872 1.8653 -0.7868
H -1.0803 -0.0175 -1.7323
H -3.0585 0.8075 1.3862
H -2.6015 -0.9110 0.5434

- E_LUMO (spin up / spin down) (Ha) = 0.006 / 0.006
- gap between HOMO and LUMO (spin up / spin down) (eV) = 6.81 / 6.81

***

Stability, lowest: (1)

***

(1)
C4H7FO | wB97M-V/def2-TZVPD

Atoms and positions in Å:
O 1.4111 0.6969 -0.8668
C 0.3254 0.1948 -0.1827
C -0.5909 1.2306 0.4379
F -1.7086 0.5862 0.9038
C 0.3750 -1.0956 0.4729
C -0.4143 -0.9728 -0.7991
H 2.0813 1.1556 -0.2801
H -0.9348 1.9644 -0.3200
H -0.1311 1.6454 1.3426
H 1.3581 -1.6071 0.4380
H -0.1675 -1.3203 1.3564
H -0.1116 -1.3417 -1.7505
H -1.4920 -1.1364 -0.7524

- E_LUMO (Ha) = 0.030
- gap between HOMO and LUMO (eV) = 11.00

***

(2)
C4H7FO | wB97M-V/def2-TZVPD

Atoms and positions in Å:
C 2.1237 -0.5516 0.1850
C 0.7507 0.1713 -0.1813
C -0.3565 -0.3477 -0.4852
C -1.7266 0.5033 -0.2453
H 2.4211 0.3669 1.1273
H 2.6101 -0.4419 -0.7649
H 2.2252 -1.7317 0.5610
H -0.4447 -1.4720 -0.7011
H -1.3740 1.5006 0.2365
H -2.1316 0.7852 -1.2260
H -2.3457 -0.2747 1.1288
O -2.7818 -0.0570 0.3262
F 1.0303 1.5494 0.0392

- E_LUMO (Ha) = 0.029
- gap between HOMO and LUMO (eV) = 10.71

***

(3)
C4H7FO | wB97M-V/def2-TZVPD

Atoms and positions in Å:
C -1.4729 1.2043 0.0316
O -0.0743 1.0797 -0.2242
C 0.3305 -0.2414 0.0229
C 1.8418 -0.3201 -0.0734
C -0.4587 -1.2806 0.0515
F -1.8090 -1.4194 -0.1398
H -1.5419 1.1785 1.2804
H -1.6053 2.3463 -0.2410
H -2.2386 0.5208 -0.6455
H 2.2788 -0.1926 -1.1715
H 2.2494 0.5290 0.6935
H 2.3842 -1.2931 0.3117
H 0.1161 -2.1115 0.1037

- E_LUMO (Ha) = 0.035
- gap between HOMO and LUMO (eV) = 10.03

***

(4)
C4H7FO | wB97M-V/def2-TZVPD

Atoms and positions in Å:
F -1.1635 1.1825 2.0621
C -1.0429 0.5150 0.7145
C -0.2415 -0.9511 0.7921
C 0.8005 -0.6255 -0.4658
C 0.5271 0.8437 -1.1395
O -0.2800 1.5217 -0.0949
H -2.0615 0.1844 0.1894
H -0.9967 -1.8524 0.6626
H 0.3810 -1.1789 1.7690
H 0.6346 -1.5206 -1.2009
H 1.8462 -0.4990 0.0614
H 1.5309 1.4484 -1.1387
H 0.0658 0.9317 -2.2112

- E_LUMO (Ha) = 0.033
- gap between HOMO and LUMO (eV) = 11.18

***

Stability, lowest: (2)